208
Properties=species:S:1:pos:R:3:forces:R:3:mulliken_charge:R:1 method="wB97M-V/def2-TZVPD" gap_ev=10.62 de_lowest_kcal_mol=90.2 fmax_ev_per_a=3.7 total_charge=+6 energy_ev=-100359.6460 homo_ev=-21.61
C 8.4549 -11.9728 -8.7313 0.050 0.424 -0.104 -0.7661
C 7.0212 -12.0858 -9.2209 0.242 0.243 0.163 -0.2255
H 5.3069 -12.6693 -12.3369 -0.494 -0.028 -0.422 -0.3870
H -1.2357 -15.4200 -6.6172 0.029 0.507 -0.372 0.4162
H -1.0332 -11.3377 -4.8915 0.576 0.003 0.224 0.4304
H -0.4682 -16.6144 -7.6413 0.532 -0.192 0.598 0.5171
H -0.3332 -18.4708 -19.1351 0.934 0.601 0.339 0.2408
H -2.2070 -9.1420 -11.9221 0.120 -0.151 1.380 0.6936
H 2.1143 -12.3062 -16.1806 -0.064 0.025 0.194 -0.1617
C -4.1915 -19.6450 -13.5133 -0.716 0.029 -1.441 -1.4147
H 3.9522 -20.8633 -14.3849 -0.459 0.688 0.062 0.3889
H 2.0430 -17.4823 -13.1721 0.322 0.620 -0.590 -0.7368
N 0.0976 -15.7851 -17.9774 0.355 2.135 -1.688 0.4644
H -1.5673 -16.8943 -17.6087 -0.306 -0.549 -0.277 0.4575
H 1.8992 -16.9313 -17.5764 -0.168 0.111 -0.062 0.2553
N -2.0261 -10.4368 -13.4312 -0.362 -2.394 0.468 0.3430
H 4.6650 -19.7314 -10.7842 0.466 -0.223 -0.244 0.4763
N 5.2516 -12.0581 -14.4973 -0.425 0.304 -1.195 0.6146
C -0.4942 -11.9174 -5.6409 -1.202 -0.077 -1.739 -1.1245
H -1.5149 -7.4832 -15.1193 -0.195 0.052 -0.140 0.4824
H 1.6618 -14.4430 -18.4984 0.162 -0.157 -0.059 0.3138
H -2.9591 -18.9430 -11.9228 -0.123 -0.153 0.414 0.2456
H 9.5436 -19.1660 -15.8748 -0.102 -0.461 0.286 0.4337
H 0.4994 -14.4646 -19.7951 -0.444 -0.571 0.041 0.3346
H 9.0192 -11.4634 -9.5124 0.384 -0.006 0.065 0.3507
C -4.2013 -9.0921 -13.5867 0.371 -0.917 -0.469 -0.6772
C 8.6209 -18.5924 -15.9638 0.717 -0.261 0.883 -1.4787
C -3.5529 -8.2352 -14.6647 0.415 0.282 0.465 -0.7576
H 0.4328 -12.9969 -4.1792 0.496 -0.546 0.117 0.4533
H 7.2785 -14.7265 -11.5960 0.072 0.210 -0.262 0.4790
C 4.7479 -20.3118 -14.8857 -0.825 0.319 0.410 -0.9187
C -2.0352 -8.1211 -14.4048 -0.010 -0.449 -0.313 -0.7471
C -5.3015 -15.6059 -10.1815 -0.750 -0.683 0.922 -0.8068
C 7.6202 -19.0825 -14.8559 0.064 -0.278 -2.497 -0.3280
C -0.1712 -9.9500 -11.6288 -0.748 1.848 -0.067 0.5894
H 2.6379 -9.7495 -16.5435 0.016 0.104 -0.062 0.6167
C 0.0380 -13.2317 -5.1677 0.494 0.055 1.753 -0.8392
H 4.2177 -16.9307 -14.1242 0.965 -0.142 0.441 -0.6627
H 1.6790 -15.8140 -15.4478 -0.070 0.058 0.226 -0.4764
H 0.3851 -10.7920 -12.0407 0.150 -0.069 0.811 -0.3234
C 0.7874 -16.2005 -5.1492 1.299 -2.358 -0.348 -0.6843
H -1.5735 -9.8322 -15.5548 -0.580 -0.950 0.308 0.4517
C 1.1616 -13.9045 -6.0191 -2.477 0.124 0.112 0.1509
C 3.0873 -11.8246 -16.0840 1.368 1.013 1.885 -0.2800
N -3.3247 -16.2259 -11.5057 0.850 0.140 -0.300 0.5611
H 5.5342 -21.0628 -14.8085 0.657 0.811 -0.218 0.3665
F 3.1040 -14.3562 -12.2465 -0.495 0.618 -0.040 -0.6170
H -0.2121 -15.0115 -8.1589 -0.688 0.563 0.182 0.3806
F 1.2437 -12.8830 -12.1606 -0.066 0.043 -1.131 -0.6417
F 1.0143 -15.0117 -12.9043 -0.587 -0.255 0.121 -0.5182
C 2.8002 -18.2610 -13.2624 -1.051 0.206 -1.101 0.6554
H 5.9692 -18.2489 -12.4493 -0.521 0.364 0.083 0.2320
H 3.7185 -17.8282 -15.4216 -0.900 -0.869 0.047 0.6012
C -0.8794 -17.6421 -19.5858 0.288 0.668 1.348 -0.0473
H 6.5019 -17.3554 -14.5912 -0.654 0.181 0.572 -0.2620
H -3.4052 -16.0708 -9.4442 0.249 -0.481 0.104 -0.0323
H -0.8620 -13.7910 -4.9120 0.307 -0.799 -0.344 0.3171
H 2.1956 -19.0779 -13.6565 0.155 -0.567 0.367 0.4756
N 5.0494 -18.9597 -14.2081 1.384 -0.030 -0.505 0.6543
H -0.4283 -11.7408 -13.5112 -0.049 -0.433 -0.234 -0.1806
H 1.2543 -13.3692 -6.9641 0.384 0.029 0.153 -0.4319
C -1.1743 -16.5187 -18.5535 0.799 0.140 0.668 -0.9250
H -1.8713 -12.4695 -12.8199 -0.283 -0.192 -0.535 -0.0059
C -3.8400 -17.1213 -12.7056 0.566 -0.269 -0.314 -0.2232
C 0.1009 -9.4747 -10.1283 -0.682 -1.280 -1.495 -1.4036
H -3.8772 -10.9877 -14.5354 0.852 0.070 -0.436 0.4982
F 2.1752 -13.4657 -10.2799 0.794 -1.408 -0.294 -0.6732
H 0.0837 -18.2475 -5.9978 -0.268 0.596 -0.199 0.2524
H 4.3366 -8.7635 -14.7535 -0.328 0.313 -0.588 0.4884
H -1.4679 -16.0018 -15.6253 0.323 -0.636 -0.163 0.1458
H 1.1379 -9.1404 -10.0966 -0.199 0.017 0.368 0.3508
H -0.5281 -14.7533 -14.9170 0.474 -0.485 0.695 -0.1464
H 7.1608 -12.2151 -15.5962 -0.167 0.124 0.133 0.3728
H 4.9759 -9.4533 -8.2948 -0.501 -0.069 -0.036 0.5135
H -5.2567 -9.1633 -13.8497 -0.091 -0.248 0.346 0.4398
H 2.5989 -18.9732 -6.2645 -0.516 -0.109 -0.223 0.4585
H 5.8005 -11.6757 -16.6331 -0.046 0.365 0.548 0.4851
H -4.2156 -20.6885 -13.1991 -0.654 0.212 0.434 0.3741
H 8.3390 -18.8035 -16.9953 -0.486 0.537 0.116 0.3827
N 0.8929 -15.3675 -6.4367 -0.791 -0.060 0.320 0.4951
N 6.4597 -10.6211 -9.0463 0.625 -1.100 1.721 0.5528
H -1.8531 -7.6674 -13.4306 0.067 -0.055 0.116 0.2905
H 5.9044 -18.1160 -15.9811 0.206 -0.760 -0.262 0.4935
C -0.2988 -14.7121 -16.9398 -0.007 -1.398 -0.484 -0.0739
H -0.6034 -8.6842 -9.8692 0.292 0.247 -0.162 0.4891
H 6.9008 -12.4192 -10.2517 0.073 0.389 -0.099 -0.1225
H 0.2861 -17.6728 -17.3583 0.780 -0.430 0.262 0.0967
H 9.3365 -10.7292 -7.1966 -0.206 0.420 -0.011 0.3985
H 1.8211 -11.7616 -8.7293 0.445 -0.318 -0.258 -0.0600
H -1.5413 -15.8100 -10.4243 0.021 0.038 -0.210 -0.0308
H 1.0074 -18.2983 -4.5589 -0.371 0.311 0.345 0.4791
H -5.6623 -15.0870 -12.1577 -0.313 0.924 -0.252 0.3467
H -0.1097 -10.2804 -9.4250 0.353 -0.081 0.063 0.2626
C -3.6399 -14.6842 -11.5891 -1.248 -1.024 -0.632 -0.4272
H 4.5048 -12.2646 -9.2921 -0.849 -0.522 0.245 0.1712
C 3.8967 -17.9470 -14.3528 0.213 -0.115 2.108 -0.0154
H 3.6906 -17.6299 -11.3307 -0.126 0.255 -0.282 -0.0219
C 5.1730 -10.5349 -14.1787 -1.507 -1.069 -0.181 -0.6048
H -3.5066 -19.7261 -14.3573 0.497 0.728 0.120 0.3227
C -3.9043 -18.7060 -12.4113 0.812 3.218 1.724 -0.2850
C 6.2768 -14.2582 -13.5387 -0.060 0.030 0.248 0.0956
P 1.6031 -14.3448 -11.5731 1.388 1.162 1.883 2.0690
H 7.8867 -11.5345 -6.6512 0.130 -0.419 0.021 0.3102
C 6.3839 -9.9101 -10.4022 1.118 -0.411 2.487 -0.7405
C 3.2440 -18.4990 -11.8137 0.994 -1.534 -0.619 -0.4753
H 6.9766 -9.4570 -7.1753 -0.584 -0.164 -0.389 0.3084
H 0.5877 -14.1029 -16.7630 -0.061 0.140 -0.337 -0.5838
C 8.3379 -11.0352 -7.5086 1.152 -3.267 0.562 -0.5994
C 2.6757 -11.3680 -8.1791 1.559 -1.069 -0.521 -1.2303
H -4.7244 -18.5878 -11.7031 0.015 -1.529 0.319 0.3896
C 0.9097 -17.7461 -5.4935 0.812 0.321 1.021 -0.8071
H 0.1273 -9.0714 -12.2008 0.298 0.004 -0.273 0.2389
C -5.1861 -14.6044 -11.3043 2.475 -1.159 -0.723 -0.6787
H -4.1379 -11.1460 -12.8897 1.025 -0.092 0.817 0.0976
C 5.1197 -10.5288 -8.3982 -0.684 0.143 0.840 -1.3420
C 5.4549 -19.1577 -12.7621 0.263 -0.550 1.210 -0.4360
H 1.5990 -15.9206 -19.4834 -0.216 0.362 -0.485 0.4396
C 6.4767 -15.0455 -12.2619 -0.683 -0.807 0.151 -1.0739
H 2.2465 -10.5056 -7.6690 0.941 0.631 -0.254 0.6010
H 2.0193 -13.8457 -5.3490 0.423 -0.525 -0.773 0.7593
H 6.1515 -10.1092 -13.9567 0.144 -0.317 -0.367 0.5494
H 8.1382 -18.9766 -13.9027 -0.531 -0.127 0.112 0.3595
F 1.9845 -15.7950 -10.9587 -0.512 0.500 0.237 -0.2277
H 2.9752 -12.0757 -7.4060 -0.482 -0.078 0.252 0.5516
H -2.8143 -17.8908 -20.5845 0.208 -0.093 -0.292 0.3875
H -4.0838 -7.2832 -14.6596 0.431 0.213 -0.081 0.4338
H 4.4554 -20.0730 -15.9082 0.201 -0.301 0.047 0.3598
H 6.7034 -16.0545 -12.6064 0.240 -0.155 0.386 0.1377
H 5.8761 -13.3236 -16.1535 0.158 -0.077 0.357 0.3600
H -1.2982 -12.2482 -6.2984 -0.184 0.681 -0.698 0.2975
C -0.3703 -15.5998 -7.2551 0.750 0.535 0.054 -1.4057
C 3.8156 -12.5299 -14.8673 -0.265 -0.373 -1.451 -0.2837
C 2.1089 -15.7558 -7.3483 -0.293 1.357 1.941 -0.2063
C -1.7831 -16.3735 -11.3254 -1.781 0.264 0.466 -0.9920
H -5.4911 -13.5781 -11.0996 -0.275 -0.321 -0.051 0.4232
H -1.5507 -17.4157 -11.1067 0.061 0.047 -0.559 0.5440
H 6.2470 -19.8969 -12.6429 -0.011 -0.223 -0.906 0.4031
H 7.2329 -14.3703 -14.0500 -0.119 0.613 -0.457 0.6592
H 6.0058 -8.9088 -10.1961 -0.562 -0.214 -0.355 0.3509
H 5.1458 -9.6568 -16.0602 -0.794 0.359 -0.641 0.4181
C 1.0094 -15.1013 -19.0721 -0.245 -0.876 1.456 -0.9263
H 8.1180 -9.2902 -8.4773 -0.491 0.310 -0.551 0.3705
C 2.2169 -17.2135 -7.4953 1.033 -0.972 -0.950 -0.4174
H 3.7979 -10.8667 -10.0378 -0.187 0.014 -0.174 0.1076
H 5.5227 -14.7514 -14.1520 -0.153 -0.054 0.067 -0.2738
H -2.6934 -18.7325 -19.0893 0.242 -0.061 0.262 0.3592
H 2.9269 -15.3124 -6.7807 0.369 -0.507 0.139 0.5186
C 2.9601 -10.3199 -15.6724 1.486 -0.065 -1.720 -0.8045
C -1.5084 -11.8321 -13.6262 0.579 1.373 -0.460 -1.0572
H -5.2734 -15.0374 -9.2519 -0.339 -0.473 0.229 0.4217
H -3.0211 -14.2686 -10.7938 -0.101 0.203 -0.112 0.2912
H 0.2013 -11.3202 -6.2306 0.053 0.184 0.298 0.1101
H 3.1329 -17.3930 -8.0582 0.215 -0.001 -0.054 0.5268
H 4.6041 -10.5508 -13.2490 -0.076 0.199 0.137 0.2918
H 1.4412 -17.6163 -8.1466 -0.232 -0.019 0.032 0.1718
H 2.1220 -15.1562 -8.2584 -0.842 -0.128 -0.165 -0.0446
C 2.2458 -17.9454 -6.1807 -0.045 0.049 0.460 -1.0041
H -3.1821 -16.9591 -13.5594 0.230 0.461 0.148 -0.0833
H -3.7313 -8.6726 -15.6470 -0.005 -0.086 -0.101 0.2791
H 1.6341 -15.8636 -4.5511 0.427 -0.433 -0.163 0.4904
H -5.1256 -19.2713 -13.9327 -0.332 -0.871 -0.260 0.3821
H 3.9635 -20.5832 -12.1730 -0.275 0.031 0.212 0.2969
H -1.1288 -14.0948 -17.2835 0.027 -0.231 -0.108 0.5405
H 6.8305 -12.2721 -13.1809 -0.032 0.251 0.458 0.7300
C 5.8877 -12.8150 -13.2477 0.836 0.711 -2.167 -0.3922
H 0.7512 -17.3013 -15.1239 0.165 0.120 0.048 0.5294
H 2.1234 -10.2203 -14.9809 0.559 0.128 0.671 0.0969
H -1.2896 -15.9014 -12.1749 0.022 -0.487 0.013 0.2684
H 7.4396 -9.7492 -10.6210 -0.178 -0.450 -1.026 0.5101
H 5.5489 -15.1177 -11.6944 -0.049 0.091 0.137 0.0424
C 6.2689 -18.3467 -14.9800 0.570 0.316 0.895 -0.2205
C -1.3862 -9.5345 -14.5231 -1.093 1.933 0.978 0.0539
H 9.0401 -17.6062 -15.7646 -0.648 0.440 -0.425 0.3604
C 0.8212 -16.4135 -15.7525 -1.324 0.712 1.683 0.6533
C -3.5888 -10.5208 -13.5937 -0.463 1.753 -0.434 -0.3285
H -4.0305 -17.6189 -10.0526 -0.725 0.255 0.138 0.6870
H -1.8979 -15.7574 -18.8449 0.327 0.105 -0.584 0.4797
H 3.0975 -12.4711 -14.0494 0.696 -0.187 0.513 -0.1075
H -1.7682 -12.0157 -14.6688 -0.031 -1.017 0.269 0.9051
H 5.0709 -10.9543 -7.3958 1.140 0.174 0.299 0.4407
H 8.9378 -12.9269 -8.5197 -0.188 0.034 -0.039 0.4346
H -0.0052 -16.1136 -4.4060 -0.960 1.038 -1.092 0.3272
C -4.0492 -16.5377 -10.1895 0.626 1.249 -0.569 -0.4470
H -0.2995 -9.4715 -14.4668 -0.057 -0.363 0.788 -0.2378
H -2.0280 -10.8829 -11.2505 -0.909 0.093 -0.486 0.3162
H -6.2435 -16.1443 -10.2865 0.073 -0.025 0.429 0.3276
H 7.4980 -20.1175 -15.1754 -0.083 -0.265 0.764 0.2115
C 0.8965 -16.7889 -17.1733 -0.839 -0.971 -1.620 -0.6464
C 4.3940 -9.7198 -15.2736 0.017 -1.494 1.743 -1.0224
H -0.3223 -17.2587 -20.4406 -0.165 -0.038 -0.059 0.3746
C 4.3172 -19.6179 -11.8110 -0.090 1.481 -0.722 -1.0646
H -4.8183 -16.7152 -12.9628 0.002 -0.245 0.040 0.5466
H 6.5486 -12.8610 -8.6176 -0.718 0.647 0.337 0.4090
H 5.7689 -10.6219 -10.9529 0.317 0.813 -0.729 0.1068
H 3.6240 -12.0410 -17.0078 0.031 0.484 -0.061 0.5004
C 7.4665 -10.0076 -7.9783 -0.399 2.940 -1.528 -0.4942
H 2.9286 -17.5120 -5.4499 0.596 0.261 -0.404 0.2861
C -2.1029 -18.4201 -19.9505 -1.182 -0.080 -0.657 -1.4730
H 3.9330 -13.5333 -15.2765 0.099 -0.370 0.955 0.3291
H -3.4182 -14.2482 -12.5632 0.450 -0.358 -0.020 0.2304
C -0.4827 -15.5376 -15.6726 0.326 1.302 -0.251 -0.1428
C -1.6827 -10.0976 -11.9230 0.727 1.071 -1.417 -0.7313
C 4.0342 -11.3071 -9.0691 -1.808 1.262 -0.635 0.1998
H 2.3980 -18.8091 -11.2003 -0.167 0.137 -0.193 0.5398
C 6.0950 -12.3156 -15.8013 -0.379 -0.220 0.915 -1.0332
H -4.1199 -8.6608 -12.5890 -0.099 0.190 -0.070 0.3588
F 0.2059 -14.3403 -10.7363 -0.352 -0.647 -0.915 -0.3703
H -1.7188 -19.3227 -20.4258 -0.556 0.019 -0.304 0.3889